C3H3NS | ωB97M-V with the def2-TZVPD basis set

Geometry as XYZ:
```
8
Properties=species:S:1:pos:R:3:lowdin_charge:R:1
S 2.327 1.776 0.022 0.1260
N 1.864 -2.039 0.035 0.1640
C 0.015 -0.436 -0.271 -0.1118
C 0.867 -1.404 -0.156 -0.3165
C -1.053 0.352 0.049 -0.1520
H -0.932 1.367 -0.323 0.0769
H -1.782 0.028 -0.573 0.0691
H -1.306 0.356 1.216 0.1441
```

Results
HOMO level (spin up / spin down)   -8.3 / -8.3 eV

=====

H9N3Si2 | ωB97M-V with the def2-TZVPD basis set

Geometry as XYZ:
```
14
Properties=species:S:1:pos:R:3:lowdin_charge:R:1
Si 1.851 -0.248 -0.296 0.4096
Si -2.418 0.051 0.395 0.5307
N -2.819 0.644 -1.184 -0.1784
N 2.466 -0.205 1.275 -0.1556
N 1.979 1.170 -1.236 -0.1424
H -3.274 0.139 -1.855 -0.0277
H 1.264 1.878 -1.251 0.0078
H 2.174 -0.826 2.055 0.0388
H -2.380 1.476 -1.444 -0.0237
H 2.298 -1.295 -1.262 -0.0942
H -2.854 -1.252 0.498 -0.1696
H 3.372 0.069 1.491 -0.0186
H 2.699 1.411 -1.820 -0.0289
H -3.106 0.802 1.426 -0.1477
```

Results
HOMO level (spin up / spin down)   -7.1 / -6.9 eV

=====

C22H60FNO14P4Si2 | ωB97M-V with the def2-TZVPD basis set

Geometry as XYZ:
```
104
Properties=species:S:1:pos:R:3:lowdin_charge:R:1
P 0.994 1.488 1.985 0.3815
P -1.173 -0.650 -2.994 0.5361
P 0.065 -6.237 6.698 0.3808
P -2.770 5.742 -4.216 0.3804
Si 0.249 -2.332 -3.517 0.4345
Si 1.854 -1.711 -5.880 0.6057
F 3.171 -3.774 -4.697 -0.1003
O -1.924 6.931 -3.617 -0.1616
O 0.361 2.562 2.754 -0.2198
O -2.157 4.614 -3.280 -0.1806
O 2.570 1.405 2.185 -0.1683
O 3.137 0.752 -5.811 -0.2507
O 0.910 1.770 0.420 -0.1849
O -4.231 5.667 -4.268 -0.2208
O 0.509 -0.010 1.903 -0.1643
O -2.066 5.388 -5.600 -0.1689
O 0.515 -2.364 -5.141 -0.4188
O 0.689 -5.213 5.650 -0.1812
O -1.480 -5.881 6.567 -0.1681
O 0.380 -7.622 6.344 -0.2216
O 0.558 -5.473 7.985 -0.1600
N -2.627 -0.906 -3.562 -0.3565
C -3.128 -6.900 8.062 -0.0721
C -2.994 3.640 -2.643 -0.2628
C -3.245 8.875 -4.354 -0.0798
C -2.339 6.848 -7.546 -0.0730
C 0.322 2.969 -0.089 -0.2752
C 0.390 -7.247 9.686 -0.0794
C 0.486 -5.866 3.316 -0.0667
C 1.348 4.068 -0.269 -0.0612
C -2.502 -6.883 6.685 -0.2606
C -1.879 8.233 -4.225 -0.2536
C 1.839 0.180 -5.748 -0.2749
C 0.103 -5.809 9.308 -0.2512
C -3.161 2.402 -3.498 -0.0763
C 0.583 -0.909 3.024 -0.2504
C 1.406 -5.678 4.504 -0.2733
C -0.183 -0.415 4.233 -0.0749
C 3.520 0.755 4.344 -0.0719
C 3.207 1.880 3.381 -0.2612
C 3.473 -2.514 -5.275 -0.4184
C 3.487 1.608 -4.740 -0.1101
C 4.340 -1.729 -4.309 -0.0873
C -2.739 5.561 -6.856 -0.2622
H 0.634 -5.132 9.974 0.1195
H -0.040 -1.101 5.069 0.0835
H -3.255 -6.631 5.938 0.1189
H 4.096 1.137 5.188 0.0816
H -0.033 -7.946 8.962 0.0634
H -2.491 3.389 -1.707 0.1044
H -2.411 -7.222 8.819 0.0586
H -1.368 8.163 -5.188 0.1020
H -0.654 0.582 -3.450 -0.0557
H -3.675 9.059 -3.370 0.0851
H 1.943 -6.598 4.733 0.1077
H -1.156 -0.541 -1.585 -0.0341
H 1.706 -2.054 -7.309 0.0146
H 0.143 0.581 4.538 0.0638
H -3.940 8.236 -4.902 0.0632
H 1.008 -6.370 2.501 0.0797
H 1.464 -7.426 9.725 0.0852
H 2.590 2.642 3.859 0.1105
H 2.151 -4.911 4.288 0.1155
H -3.491 -5.909 8.337 0.0833
H 2.837 1.476 -3.872 0.0837
H -0.497 3.302 0.549 0.1095
H -3.959 4.075 -2.385 0.1092
H 1.942 4.194 0.637 0.0759
H -3.967 -7.596 8.081 0.0818
H 0.131 -4.900 2.952 0.0671
H 1.630 -1.112 3.258 0.1025
H -2.681 7.720 -6.987 0.0583
H 4.860 -0.944 -4.858 0.0712
H -3.820 5.516 -6.713 0.1107
H -0.958 -5.568 9.395 0.1026
H -1.249 -0.356 4.012 0.0861
H 4.131 2.360 3.058 0.1183
H 1.273 0.506 -4.867 0.0544
H 4.099 -0.028 3.853 0.0830
H -2.222 1.853 -3.558 0.0093
H -3.915 1.739 -3.077 0.0777
H 0.151 -1.846 2.676 0.1141
H -2.786 6.892 -8.540 0.0811
H -3.452 2.657 -4.518 0.0817
H 3.786 -1.316 -3.466 0.0663
H 3.472 2.655 -5.056 0.0886
H -0.393 -6.456 3.578 0.0763
H 4.507 1.373 -4.426 0.0801
H 5.112 -2.401 -3.925 0.0848
H -3.162 9.827 -4.881 0.0824
H 0.856 5.012 -0.505 0.0802
H 2.033 3.825 -1.083 0.0731
H -1.243 8.831 -3.575 0.1190
H -0.111 2.700 -1.055 0.1045
H -2.453 4.707 -7.470 0.1186
H 4.061 -2.735 -6.172 0.1080
H -1.255 6.913 -7.648 0.0825
H -2.099 -7.863 6.427 0.1106
H -0.427 -3.567 -3.084 -0.0372
H -2.681 -1.765 -4.098 -0.0591
H 1.525 -2.216 -2.772 -0.0364
H 2.607 0.307 4.739 0.0593
H -0.034 -7.467 10.667 0.0830
H 1.261 0.536 -6.611 0.0906
```

Results
HOMO level   -8.6 eV

=====

C3H9ClN | ωB97M-V with the def2-TZVPD basis set

Geometry as XYZ:
```
14
Properties=species:S:1:pos:R:3:lowdin_charge:R:1
Cl 1.995 -1.295 0.834 0.6482
N -1.697 -0.163 -0.762 -0.0244
C -1.469 1.088 0.098 0.0542
C -0.455 -0.818 -0.949 0.0179
C 3.221 -0.321 1.236 -0.5498
H -0.322 -1.881 -1.176 0.0995
H -2.066 1.887 -0.403 0.1319
H -2.013 0.144 -1.615 0.1330
H -0.426 1.233 0.119 0.0774
H -1.848 0.915 1.049 0.0845
H 4.292 -0.377 1.118 0.0237
H -2.450 -0.699 -0.229 0.2239
H 0.334 -0.157 -1.272 0.0733
H 2.903 0.445 1.953 0.0068
```

Results
Charge   +1
HOMO level (spin up / spin down)   -11.3 / -14.1 eV

=====

C4H12N2 | ωB97M-V with the def2-TZVPD basis set

Geometry as XYZ:
```
18
Properties=species:S:1:pos:R:3:lowdin_charge:R:1
N 1.283 -0.611 -0.914 0.1327
N -0.271 1.048 -1.271 0.1272
C -1.576 -1.631 -0.183 -0.0700
C -0.431 -0.252 0.771 -0.1086
C 1.104 1.393 1.279 -0.0813
C 0.291 0.166 -0.389 -0.5862
H -0.988 -2.533 -0.362 -0.0013
H 0.342 1.481 -1.946 0.1004
H -0.920 1.701 -0.858 0.1046
H 1.225 -1.596 -0.703 0.0993
H 0.040 -0.945 1.449 0.0916
H -2.364 -1.830 0.544 0.0029
H -2.007 -1.264 -1.115 0.0068
H 1.170 1.100 2.328 0.0008
H 2.121 1.454 0.887 -0.0049
H 1.608 -0.415 -1.848 0.1003
H -1.225 0.376 1.141 0.0915
H 0.599 2.358 1.191 -0.0055
```

Results
HOMO level   -6.3 eV

=====

C4H7NO | ωB97M-V with the def2-TZVPD basis set

Geometry as XYZ:
```
13
Properties=species:S:1:pos:R:3:lowdin_charge:R:1
O 2.970 -1.860 -0.109 0.1479
N 1.458 -0.030 0.008 0.0857
C 2.197 -0.977 -0.096 -0.3112
C 0.392 0.461 -0.851 -0.2174
C -1.072 0.296 1.116 -0.1130
C -0.964 -0.053 -0.370 -0.2437
H 0.620 0.172 -1.878 0.1171
H -1.752 0.413 -0.978 0.1068
H -1.713 -0.376 1.687 0.0687
H -0.063 0.209 1.541 0.0608
H -1.429 1.324 1.248 0.0751
H 0.396 1.554 -0.781 0.1165
H -1.042 -1.134 -0.538 0.1067
```

Results
HOMO level   -10.3 eV
SMILES   CCCN=C=O

=====

Values of max |F|, in order: 5.8; 3.2; 2.5; 4.4; 5.4; 0.8, all in eV Å⁻¹.
Values of relative energy (zero: lowest compared OMol25 entry of this formula, charge and spin), in order: 6.8015; 4.1350; 0.0000; 4.9803; 4.3576; 0.6724, all in eV.
Values of energy, in order: -15476.9556; -20369.7184; -109578.6483; -17257.8448; -7318.6712; -7798.9720, all in eV.